No. 1
{"formula": "C3H10N3", "method": "ωB97M-V with the def2-TZVPD basis set", "symbols": ["C", "N", "C", "N", "H", "H", "H", "H", "H", "H", "C", "N", "H", "H", "H", "H"], "coordinates": [[-0.7029, 1.5834, 0.3842], [0.0793, 0.6576, -0.4618], [1.4812, 0.7698, -0.3715], [2.1998, 0.4665, -1.3575], [-1.7586, 1.3295, 0.3075], [-0.3708, 1.4765, 1.4158], [-0.5796, 2.6186, 0.0695], [-0.1683, 0.7303, -1.4417], [1.8568, 1.1149, 0.5929], [3.1786, 0.5592, -1.0959], [-1.9091, -1.8310, 1.1530], [-0.8733, -1.7292, 0.4293], [-2.4349, -0.9250, 1.4310], [-2.2689, -2.7979, 1.4798], [-0.3605, -2.5749, 0.2038], [-0.4780, -0.7715, 0.0534]], "atomic_forces_ev_per_a": [[0.205, 0.045, -0.264], [-0.461, 0.011, 0.271], [0.368, 0.050, -0.048], [0.008, -0.038, 0.277], [-0.021, 0.015, 0.042], [-0.066, 0.056, 0.025], [-0.002, 0.051, 0.086], [-0.111, -0.045, -0.165], [-0.122, -0.045, 0.109], [0.059, -0.012, -0.252], [0.075, 0.233, -0.156], [-0.005, -0.063, 0.169], [-0.095, -0.067, 0.007], [0.014, -0.044, 0.084], [0.048, -0.055, -0.176], [0.106, -0.092, -0.011]], "lumo_ev": -4.921, "total_energy_ev": -7735.9478, "total_charge": 1, "orbital_gap_ev": 8.991, "e_above_lowest_kj_mol": 223.5}

No. 2
{"formula": "C3H10N3", "method": "ωB97M-V with the def2-TZVPD basis set", "symbols": ["C", "C", "C", "N", "N", "N", "H", "H", "H", "H", "H", "H", "H", "H", "H", "H"], "coordinates": [[2.6011, -0.6217, -0.4114], [2.3693, -0.4495, 0.8807], [-0.6637, 0.1717, -0.3097], [-1.7051, -0.5529, 0.2788], [-0.9084, 1.3944, -0.8602], [-3.0117, -0.0647, 0.4473], [2.2587, 0.1731, -1.1139], [3.0740, -1.4086, -0.9650], [2.8616, -1.0376, 1.5689], [1.9320, 0.5697, 1.0434], [0.3470, -0.0723, -0.1981], [-1.5127, -1.5844, 0.4122], [-0.2730, 1.8853, -1.4303], [-1.7981, 1.8737, -0.9817], [-3.4248, -0.5977, 1.2121], [-3.4966, -0.1921, -0.3907]], "atomic_forces_ev_per_a": [[-0.734, 0.992, -1.422], [-0.214, 2.537, -2.253], [-5.838, 2.357, 0.606], [3.705, -0.180, -1.313], [-0.852, -1.893, 0.898], [1.575, 0.207, 1.161], [0.148, -0.539, 0.450], [0.399, -0.594, 0.440], [0.321, -1.126, 1.884], [0.385, -1.239, 0.957], [1.206, -1.344, -0.200], [-0.166, 1.737, 0.042], [1.721, 0.099, -0.224], [-0.343, -0.946, 0.688], [-0.040, 0.327, -0.265], [-1.274, -0.393, -1.450]], "lumo_ev": -4.178, "total_energy_ev": -7734.4508, "total_charge": 1, "orbital_gap_ev": 9.841, "e_above_lowest_kj_mol": 368.0}

No. 3
{"formula": "C3H10N3", "method": "ωB97M-V with the def2-TZVPD basis set", "symbols": ["C", "N", "H", "H", "H", "C", "C", "N", "N", "H", "H", "H", "H", "H", "H", "H"], "coordinates": [[-2.0040, 0.7758, -1.0793], [-2.1794, -0.4666, -0.9079], [-1.0381, 1.2259, -0.8720], [-2.7782, 1.4489, -1.4392], [-3.1425, -0.7100, -1.1299], [1.6990, 0.2503, 0.5010], [0.6215, -0.4418, 0.8686], [0.1775, -1.5972, 0.0686], [2.1171, 1.4277, 1.0661], [2.3573, -0.1343, -0.2735], [-0.0801, -0.1576, 1.6354], [-0.7685, -1.3872, -0.3589], [0.8350, -1.7709, -0.6900], [0.1063, -2.4408, 0.6429], [1.3890, 1.9760, 1.5025], [2.6881, 2.0020, 0.4657]], "atomic_forces_ev_per_a": [[0.005, 0.111, -0.075], [0.002, 0.267, 0.026], [0.112, -0.063, 0.011], [-0.099, -0.014, 0.017], [0.040, -0.321, -0.007], [0.144, 0.181, 0.075], [-0.282, 0.005, -0.322], [0.310, -0.079, 0.376], [-0.329, -0.002, -0.294], [-0.080, 0.010, -0.053], [-0.006, 0.043, 0.063], [-0.210, 0.173, -0.004], [0.004, -0.162, 0.006], [0.037, -0.015, -0.155], [0.143, -0.059, 0.217], [0.208, -0.074, 0.118]], "lumo_ev": -2.882, "total_energy_ev": -7736.1853, "total_charge": 1, "orbital_gap_ev": 10.106, "e_above_lowest_kj_mol": 200.6}

No. 4
{"formula": "C3H10N3", "method": "ωB97M-V with the def2-TZVPD basis set", "symbols": ["C", "C", "N", "H", "H", "H", "H", "H", "H", "N", "C", "N", "H", "H", "H", "H"], "coordinates": [[0.1018, 2.0543, -0.7055], [2.0545, 0.7457, -0.3004], [0.8101, 0.7898, -0.4843], [-0.5685, 2.2351, 0.1345], [-0.4933, 1.9629, -1.6120], [0.8096, 2.8741, -0.8021], [2.6638, 1.6459, -0.2982], [2.5308, -0.2133, -0.1455], [0.1753, -0.2224, -0.5115], [-1.1509, -1.4520, 1.6887], [-1.2261, -1.9152, 0.4351], [-0.6028, -1.3975, -0.5646], [-1.7917, -1.8003, 2.3751], [-0.7444, -0.5442, 1.8729], [-1.8252, -2.8208, 0.3208], [-0.7430, -1.9419, -1.4028]], "atomic_forces_ev_per_a": [[0.030, -0.205, 0.005], [0.351, -0.026, 0.024], [-0.375, 0.189, -0.069], [0.010, 0.008, -0.036], [0.004, 0.019, 0.006], [-0.027, 0.028, 0.012], [-0.038, -0.004, -0.004], [0.030, -0.106, 0.013], [-0.034, 0.031, -0.089], [-0.058, 0.421, -0.210], [0.070, -0.296, 0.117], [-0.010, 0.048, 0.251], [-0.060, -0.113, 0.164], [-0.015, -0.243, 0.011], [0.062, 0.145, 0.016], [0.061, 0.104, -0.210]], "lumo_ev": -3.612, "total_energy_ev": -7736.9427, "total_charge": 1, "orbital_gap_ev": 10.605, "e_above_lowest_kj_mol": 127.5}

No. 5
{"formula": "C3H10N3", "method": "ωB97M-V with the def2-TZVPD basis set", "symbols": ["C", "C", "C", "N", "N", "N", "H", "H", "H", "H", "H", "H", "H", "H", "H", "H"], "coordinates": [[-0.9427, -0.1177, -0.0670], [-2.0305, -1.1469, -0.0341], [2.5951, 0.1076, 0.1882], [0.2700, -0.4663, -0.2367], [-1.2048, 1.4997, 0.2389], [1.2870, 0.4782, -0.3523], [-2.6910, -0.7540, 0.7915], [-1.7617, -2.1378, 0.1399], [-2.4905, -1.2539, -0.9609], [2.9251, -0.6855, -0.4628], [3.3569, 0.9445, 0.0493], [2.5066, -0.0823, 1.3108], [0.4811, -1.5120, -0.4514], [-2.1266, 1.6424, 0.7099], [-0.9931, 2.0358, -0.6904], [0.8192, 1.4481, -0.1730]], "atomic_forces_ev_per_a": [[-9.943, 6.161, 1.249], [0.132, 3.138, 2.148], [0.823, 1.605, 0.253], [10.975, -3.419, -1.707], [1.651, -3.374, -2.174], [-2.919, 0.226, 1.543], [0.003, -0.960, -1.106], [1.114, -1.638, 1.085], [-1.480, 0.460, -1.774], [0.361, -0.795, 0.470], [-1.344, -0.856, 0.080], [0.029, -0.199, -1.587], [0.003, 2.706, 0.491], [1.115, -0.067, -1.162], [-1.683, -1.138, 2.282], [1.161, -1.849, -0.092]], "lumo_ev": [-3.127, -7.451], "total_energy_ev": -7730.5504, "total_charge": 1, "orbital_gap_ev": [7.238, 7.101], "multiplicity": 3, "s_squared": 2.008, "e_above_lowest_kj_mol": 149.8}

No. 6
{"formula": "C3H10N3Na", "method": "ωB97M-V with the def2-TZVPD basis set", "symbols": ["C", "C", "C", "N", "N", "N", "H", "H", "H", "H", "H", "H", "H", "H", "H", "H", "Na"], "coordinates": [[2.0353, -0.0036, -0.5162], [0.8184, -0.5064, 0.2625], [-0.5501, 0.1944, 0.0180], [-1.4020, -0.7211, -0.7611], [-1.1908, 0.3804, 1.3388], [-0.3848, 1.3948, -0.7671], [2.5977, 0.6187, 0.1944], [2.7499, -0.8164, -0.7099], [0.9898, -0.5116, 1.3490], [0.6112, -1.5078, -0.0186], [-1.6442, -1.4948, -0.1441], [-2.2784, -0.2858, -1.0244], [-0.7594, 1.1635, 1.8182], [-2.1695, 0.6183, 1.2134], [-1.1413, 2.0441, -0.5864], [0.5018, 1.8420, -0.5656], [1.2165, -2.4087, -1.1008]], "atomic_forces_ev_per_a": [[-0.202, -0.201, 0.297], [0.564, 1.116, 0.503], [-0.132, 0.109, -0.197], [0.280, -0.630, 0.211], [-0.126, -0.008, -0.061], [-0.316, 0.157, 0.239], [0.101, 0.157, -0.392], [0.169, -0.366, 0.017], [-0.286, -0.042, -0.027], [-1.420, 0.429, 2.048], [-0.163, 0.126, 0.027], [0.068, 0.158, -0.158], [0.083, -0.061, 0.061], [-0.007, 0.091, -0.022], [0.001, 0.039, 0.067], [0.183, -0.195, -0.279], [1.202, -0.878, -2.336]], "lumo_ev": -0.979, "total_energy_ev": -12156.3522, "orbital_gap_ev": 4.471}